# 1
ORCA calculation (ωB97M-V/def2-TZVPD) on an isolated ion of composition C4H6F3N4 and charge +1 in a non-equilibrium geometry.

- HOMO energy (spin up / spin down): -14.06 / -14.05 eV
- Orbital gap (spin up / spin down): 7.844 / 7.841 eV

```
! RIJCOSX wB97M-V def2-TZVPD def2/J DEFGRID3
* xyz 1 1
H 0.93783 -2.37753 -0.48395
C -0.30415 0.67006 0.50631
H -0.42137 2.81027 0.77162
C -2.26413 -0.31663 -0.11576
N 1.79713 -2.06234 -1.06811
H 1.50536 1.55633 1.05344
C 2.38340 -0.93696 -0.94138
H 1.90723 -2.58132 -1.91202
F -2.47457 0.66492 -1.05033
F -2.44927 -1.49336 -0.83757
H -1.92581 1.90872 1.09535
C 1.17205 0.62618 0.56356
N -0.92208 -0.42714 0.26659
N 2.09918 -0.07455 0.06121
H 2.99623 0.26290 0.38286
F -3.13698 -0.05273 0.86194
N -0.90007 1.82319 0.84624
*
```

Mulliken atomic charge list, values in e, 6 entries:
1. H 0.30
2. C 0.56
3. H 0.26
4. C 0.67
5. N -0.17
6. H 0.34



# 2
ORCA calculation (ωB97M-V/def2-TZVPD) on C4H12N2O in the gas phase in a non-equilibrium geometry.

- HOMO energy: -8.69 eV
- Orbital gap: 9.633 eV
- Structure (SMILES): CNC[C@H](N)CO

```
! RIJCOSX wB97M-V def2-TZVPD def2/J DEFGRID3
* xyz 0 1
H -0.67414 -1.01165 3.37219
H -0.55111 -0.98330 -0.84502
H -1.79713 0.23407 2.15027
C -0.31821 0.57700 0.59130
O -0.17736 -0.93644 2.54559
H 1.26299 0.08722 -3.64382
H 1.43732 -0.23721 1.26256
H -1.65197 0.39504 -1.08561
C -0.62004 0.10841 -0.85081
H 1.57672 0.90703 0.05756
H -0.76710 1.55365 0.78251
N 0.35418 0.59477 -1.81435
N 1.09355 0.64959 0.91888
H 1.24794 -1.21735 -2.42423
C -1.07710 -0.36366 1.57690
H 0.00149 1.42998 -2.26429
H -0.20215 -0.83492 -3.29846
C 0.68186 -0.38032 -2.84875
H -1.64034 -1.15344 1.08057
*
```

Mulliken atomic charge list, values in e, 6 entries:
1. H 0.30
2. H 0.47
3. H 0.35
4. C 0.40
5. O -0.54
6. H 0.32